{"formula": "C34H43B2BeF8N5O3", "method": "wB97M-V/def2-TZVPD", "symbols": ["Be", "B", "F", "F", "F", "F", "B", "F", "F", "F", "F", "N", "C", "C", "C", "C", "C", "H", "H", "H", "H", "H", "N", "C", "C", "C", "C", "C", "H", "H", "H", "H", "H", "N", "C", "C", "C", "C", "C", "H", "H", "H", "H", "H", "N", "C", "C", "C", "C", "C", "H", "H", "H", "H", "H", "N", "C", "C", "C", "C", "C", "H", "H", "H", "H", "H", "C", "C", "O", "C", "H", "H", "H", "H", "H", "H", "C", "C", "O", "C", "H", "H", "H", "H", "H", "H", "C", "C", "O", "C", "H", "H", "H", "H", "H", "H"], "positions_angstrom": [[0.286, -0.259, -0.166], [-2.282, -0.882, 1.341], [-2.482, -0.204, 0.144], [-1.109, -0.404, 1.772], [-3.236, -0.601, 2.287], [-2.192, -2.235, 1.016], [3.172, 0.158, -1.802], [4.458, -0.002, -1.309], [2.345, -0.967, -1.694], [2.486, 1.141, -1.126], [3.358, 0.551, -3.102], [1.747, -0.075, 2.092], [1.354, -0.156, 3.417], [2.242, 0.143, 4.469], [3.483, 0.611, 4.178], [3.949, 0.580, 2.892], [3.081, 0.170, 1.895], [0.383, -0.624, 3.493], [1.902, 0.160, 5.494], [4.125, 0.940, 4.981], [4.977, 0.781, 2.631], [3.441, 0.015, 0.889], [-0.265, 1.996, 0.673], [0.671, 2.979, 0.596], [0.492, 4.332, 1.038], [-0.724, 4.679, 1.590], [-1.700, 3.713, 1.834], [-1.460, 2.417, 1.331], [1.684, 2.753, 0.299], [1.410, 4.871, 0.856], [-0.862, 5.693, 1.934], [-2.682, 3.913, 2.237], [-2.293, 1.730, 1.289], [0.890, -2.552, 0.712], [1.543, -3.450, -0.048], [1.632, -4.803, 0.197], [1.185, -5.268, 1.408], [0.494, -4.418, 2.225], [0.420, -3.098, 1.872], [2.018, -2.991, -0.902], [2.215, -5.429, -0.462], [1.319, -6.321, 1.604], [0.028, -4.858, 3.094], [-0.184, -2.428, 2.465], [-0.408, 0.724, -2.585], [-1.656, 1.313, -2.515], [-2.222, 1.931, -3.626], [-1.496, 1.999, -4.883], [-0.249, 1.419, -4.945], [0.230, 0.726, -3.820], [-2.239, 1.206, -1.612], [-3.241, 2.279, -3.704], [-1.822, 2.557, -5.748], [0.345, 1.495, -5.844], [1.124, 0.123, -3.890], [0.362, 5.829, -2.458], [1.043, 6.800, -1.817], [2.365, 6.649, -1.378], [2.955, 5.389, -1.521], [2.205, 4.414, -2.136], [0.943, 4.684, -2.650], [0.408, 7.673, -1.801], [2.915, 7.423, -0.864], [3.957, 5.142, -1.200], [2.607, 3.424, -2.291], [0.427, 3.913, -3.202], [-2.533, 1.169, 4.601], [-1.872, 2.095, 5.564], [-2.551, 2.897, 6.178], [-0.353, 2.158, 5.682], [-3.292, 0.695, 5.224], [-1.890, 0.423, 4.134], [-3.025, 1.797, 3.858], [0.076, 1.579, 4.864], [-0.045, 1.593, 6.562], [0.047, 3.170, 5.629], [-2.274, -4.875, -0.605], [-2.418, -5.993, -1.645], [-2.270, -5.722, -2.826], [-2.538, -7.401, -1.136], [-2.327, -3.838, -0.937], [-1.253, -4.947, -0.231], [-2.880, -4.998, 0.293], [-2.364, -8.200, -1.857], [-3.549, -7.540, -0.752], [-1.777, -7.398, -0.356], [-2.274, -2.529, -3.349], [-0.786, -2.491, -3.149], [-0.229, -2.295, -2.106], [-0.008, -2.827, -4.415], [-2.732, -1.950, -2.547], [-2.783, -3.492, -3.386], [-2.574, -1.918, -4.200], [-0.364, -3.811, -4.719], [1.075, -2.723, -4.350], [-0.111, -2.045, -5.167]], "mulliken_charge": [1.950, -0.457, -0.153, 0.312, -0.339, -0.096, -0.268, -0.333, 0.056, -0.038, -0.410, 0.362, -0.495, -0.867, -0.345, -0.852, -0.225, 0.502, 0.455, 0.399, 0.511, 0.362, 0.702, -0.122, -0.908, -0.728, -0.958, -0.613, 0.351, 0.592, 0.419, 0.565, 0.608, 0.850, -0.333, -1.227, -0.367, -1.244, 0.050, 0.564, 0.490, 0.413, 0.459, 0.180, 1.022, -0.248, -1.089, -0.397, -1.062, -0.397, 0.324, 0.462, 0.451, 0.485, 0.477, -0.635, -0.281, -0.449, -0.659, 0.105, -0.185, 0.438, 0.397, 0.438, 0.490, 0.375, -0.025, 0.321, -0.608, -0.159, 0.462, -0.271, 0.080, -0.413, 0.328, 0.321, 0.204, 0.779, -0.559, -1.288, -0.319, -0.278, 0.472, 0.331, 0.314, 0.304, -1.303, 1.117, -0.097, -1.598, 0.209, 0.255, 0.448, 0.401, 0.326, 0.410], "gap_ev": 8.38, "charge": 0, "e_tot_ev": -73052.28331, "homo_energy_ev": -9.382}

***

{"formula": "C39H31N6O4Y", "method": "wB97M-V/def2-TZVPD", "symbols": ["Y", "C", "O", "C", "N", "C", "C", "C", "C", "C", "C", "C", "C", "C", "C", "C", "C", "N", "C", "N", "C", "C", "O", "C", "C", "C", "C", "C", "C", "H", "H", "H", "H", "H", "H", "H", "H", "H", "H", "H", "H", "H", "H", "H", "H", "H", "H", "H", "C", "O", "C", "C", "C", "C", "C", "C", "N", "N", "C", "C", "C", "C", "O", "C", "N", "C", "C", "C", "C", "H", "H", "H", "H", "H", "H", "H", "H", "H", "H", "H", "H"], "positions_angstrom": [[-0.059, -0.071, -0.115], [4.412, 1.498, -0.233], [3.482, 2.635, -0.338], [2.277, 2.122, -0.323], [2.139, 0.855, -0.195], [3.482, 0.268, -0.078], [3.686, -0.838, -1.085], [4.780, -1.687, -0.940], [4.988, -2.723, -1.835], [4.100, -2.931, -2.884], [3.013, -2.088, -3.041], [2.810, -1.044, -2.144], [1.097, 3.018, -0.416], [1.147, 4.401, -0.435], [-0.061, 5.091, -0.457], [-1.264, 4.394, -0.440], [-1.207, 3.011, -0.421], [-0.053, 2.344, -0.426], [-2.382, 2.109, -0.327], [-2.243, 0.842, -0.183], [-3.595, 0.266, -0.037], [-4.517, 1.492, -0.249], [-3.585, 2.623, -0.356], [-3.854, -0.885, -0.980], [-2.929, -1.326, -1.915], [-3.220, -2.385, -2.767], [-4.450, -3.015, -2.689], [-5.383, -2.586, -1.752], [-5.085, -1.533, -0.904], [5.044, 1.690, 0.629], [5.002, 1.482, -1.146], [3.565, -0.154, 0.927], [5.471, -1.547, -0.117], [5.843, -3.374, -1.713], [4.266, -3.741, -3.582], [2.335, -2.225, -3.873], [1.999, -0.343, -2.339], [2.097, 4.916, -0.425], [-0.064, 6.172, -0.472], [-2.217, 4.904, -0.433], [-3.684, -0.099, 0.990], [-5.171, 1.707, 0.590], [-5.083, 1.451, -1.177], [-1.957, -0.847, -2.015], [-2.490, -2.708, -3.498], [-4.686, -3.834, -3.354], [-6.344, -3.077, -1.682], [-5.820, -1.218, -0.172], [6.358, -3.678, 7.499], [5.886, -3.583, 6.160], [4.704, -4.163, 5.868], [3.912, -4.852, 6.782], [2.728, -5.431, 6.347], [2.298, -5.273, 5.038], [3.106, -4.605, 4.119], [4.301, -4.062, 4.530], [1.090, -5.960, 4.698], [0.240, -5.479, 3.944], [0.313, -4.128, 3.457], [0.319, -3.038, 4.284], [0.197, -1.734, 3.764], [0.061, -1.521, 2.418], [-0.060, -0.281, 1.879], [0.055, -2.642, 1.539], [-0.048, -2.413, 0.184], [-0.085, -3.452, -0.634], [-0.027, -4.778, -0.197], [0.095, -5.022, 1.147], [0.155, -3.948, 2.057], [7.298, -3.136, 7.522], [6.532, -4.719, 7.779], [5.654, -3.219, 8.196], [4.217, -4.976, 7.810], [2.122, -6.015, 7.027], [2.822, -4.539, 3.076], [4.964, -3.569, 3.832], [0.421, -3.173, 5.352], [0.197, -0.884, 4.432], [-0.167, -3.234, -1.693], [-0.078, -5.582, -0.916], [0.137, -6.034, 1.530]], "mulliken_charge": [1.642, -0.494, -0.445, 0.106, 0.507, -0.232, -0.097, -0.519, -0.655, -0.520, -1.003, -0.031, 0.056, -0.710, -0.486, -0.691, 0.072, -0.405, 0.286, 0.316, -0.053, -0.514, -0.425, -0.182, 0.217, -1.088, -0.495, -0.711, -0.405, 0.335, 0.357, 0.630, 0.467, 0.428, 0.443, 0.477, 0.747, 0.557, 0.484, 0.561, 0.530, 0.347, 0.352, 0.710, 0.430, 0.428, 0.409, 0.438, -0.878, -0.414, 0.800, -0.426, -0.708, 0.068, 0.142, -0.808, -0.481, -0.414, 0.031, -0.353, -0.743, 1.024, -1.000, 0.684, 0.114, -0.331, -1.173, -0.608, -0.054, 0.232, 0.365, 0.360, 0.429, 0.438, 0.406, 0.471, 0.463, 0.519, 0.613, 0.473, 0.590], "gap_ev": 5.22, "charge": 2, "e_tot_ev": -59109.42584, "e_above_lowest_ev": 0.013, "homo_energy_ev": -11.722}

***

{"formula": "C9H15NO9S", "method": "wB97M-V/def2-TZVPD", "symbols": ["C", "C", "C", "C", "C", "C", "C", "O", "N", "O", "C", "O", "S", "O", "O", "O", "H", "H", "H", "H", "H", "H", "H", "H", "H", "H", "H", "H", "H", "H", "H", "C", "O", "O", "O"], "positions_angstrom": [[-1.885, -2.537, 2.059], [-1.797, -2.552, 0.517], [-1.889, -1.160, -0.143], [-0.541, -0.474, -0.494], [-0.602, 0.105, -1.919], [-0.048, 0.593, 0.519], [-1.066, 1.690, 0.843], [-1.018, 2.189, 2.174], [-0.088, 3.335, 2.263], [-0.644, 4.251, 2.748], [0.665, -0.029, 1.732], [1.947, -0.441, 1.242], [2.418, 0.518, 0.005], [3.408, 1.411, 0.495], [2.647, -0.354, -1.080], [1.049, 1.291, -0.133], [-1.738, -1.532, 2.459], [-2.865, -2.876, 2.402], [-1.125, -3.177, 2.513], [-2.652, -3.132, 0.159], [-0.881, -3.043, 0.184], [-2.418, -1.284, -1.091], [-2.533, -0.540, 0.486], [0.226, -1.254, -0.510], [0.354, 0.505, -2.264], [-1.401, 0.849, -2.008], [-0.857, -0.716, -2.596], [-2.081, 1.315, 0.731], [-0.933, 2.501, 0.123], [0.808, 0.682, 2.545], [0.175, -0.938, 2.067], [3.841, 1.201, -4.004], [2.715, 1.482, -3.441], [3.996, 0.068, -4.609], [4.812, 2.054, -3.971]], "mulliken_charge": [-1.224, -0.587, -0.765, 0.131, -1.938, 1.333, -1.214, -0.323, 0.196, -0.443, -0.293, -0.439, 1.220, -0.647, -0.442, -0.459, 0.348, 0.345, 0.295, 0.396, 0.319, 0.500, 0.214, 0.629, 0.426, 0.321, 0.520, 0.398, 0.451, 0.425, 0.043, 0.575, -0.717, -0.799, -0.792], "gap_ev": 1.80, "charge": -2, "e_tot_ev": -40322.52266, "e_above_lowest_ev": 5.783, "homo_energy_ev": 2.185}